The following is a quantum chemistry calculation of a 9-piece molecular cluster, C21H46B3Br17NO4P overall at a distorted geometry, from the OMol25 dataset.

```
93
Properties=species:S:1:pos:R:3:forces:R:3
C -2.32098 -3.42033 1.22855 -0.2 -0.4 -0.3
C -2.53392 -4.59040 0.10016 -0.4 -0.2 0.0
C -1.26229 -4.75382 -0.92123 0.3 -0.1 0.2
C -0.95081 -3.40327 -1.83507 0.7 -1.1 0.8
N -2.14731 -2.96562 -2.68279 -0.7 2.2 2.4
B -2.58261 -1.54129 -2.26122 1.1 -1.8 -1.2
O -3.95594 -1.34580 -1.75790 1.1 3.6 -1.2
B -4.44530 0.03045 -1.97008 1.5 0.3 -0.9
Br -6.31244 0.68939 -1.53530 1.9 -1.0 -0.5
O -3.50605 1.07405 -2.51535 0.4 -3.4 3.9
B -2.22015 0.72557 -1.81299 -0.4 -2.2 -3.2
P -1.61130 1.76015 -0.32215 0.3 1.6 2.4
C 0.29012 1.74091 -0.12804 0.5 -0.8 0.7
O -2.21121 0.86596 1.09114 0.4 -1.4 -3.1
O -1.53235 -0.49171 -2.36180 -4.5 0.5 2.0
H -1.32353 -2.84489 1.00455 -2.2 -1.2 0.6
H -2.27199 -3.93297 2.29734 -0.1 1.3 -2.2
H -3.24343 -2.68228 1.16917 2.0 -1.4 0.3
H -3.51166 -4.33859 -0.51113 2.0 -0.5 1.1
H -2.76654 -5.61558 0.65792 0.7 2.1 -1.4
H -0.26976 -4.94444 -0.29810 -2.1 0.4 -1.2
H -1.42242 -5.72195 -1.58621 0.3 2.1 1.1
H -0.64178 -2.56339 -1.04676 -0.5 -1.7 -2.0
H -0.02228 -3.65687 -2.54011 -1.9 0.7 1.7
H -2.94417 -3.63671 -2.60097 1.1 0.8 0.0
H 0.77569 2.71309 -0.57141 -1.1 -2.1 0.6
H 0.73440 0.73832 -0.54502 -0.4 2.2 0.7
H 0.50321 1.78163 1.04580 -0.6 -0.1 -2.6
H -2.28321 -0.09724 0.78488 0.2 1.7 1.1
Br 0.44382 -1.17698 1.49170 0.4 0.1 0.2
C 0.90604 -2.01691 3.19001 0.1 0.1 0.0
C 1.95937 -3.08382 3.00370 0.1 -0.1 0.1
Br 1.18976 -4.71273 2.25617 0.1 0.1 0.0
H -0.02435 -2.39595 3.62237 0.3 0.0 -0.1
H 1.28696 -1.20380 3.81464 -0.1 -0.2 -0.1
H 2.37889 -3.38445 3.96794 -0.1 0.1 -0.1
H 2.77210 -2.78011 2.33812 -0.3 0.0 0.1
Br -4.24320 -0.90268 -5.14419 -0.1 -0.2 -0.2
C -2.55556 -1.27801 -6.04664 0.1 0.2 0.0
C -2.74394 -1.36925 -7.54286 -0.1 0.1 -0.2
Br -3.54670 -3.07281 -8.05072 0.0 0.0 0.0
H -2.15290 -2.19303 -5.60299 -0.2 0.3 -0.2
H -1.90355 -0.43793 -5.79054 -0.1 -0.1 -0.1
H -1.77811 -1.34637 -8.05550 -0.8 -0.1 0.3
H -3.38407 -0.58108 -7.94881 0.0 -0.2 0.2
Br 0.50938 0.26241 6.35738 0.0 0.0 -0.1
C -1.35645 0.67117 5.96369 0.0 0.2 0.1
C -2.27024 -0.43511 6.43657 -0.2 -0.1 -0.1
Br -2.21222 -1.96414 5.22697 -0.1 0.2 0.1
H -1.42210 0.85880 4.88818 0.0 -0.1 0.3
H -1.56376 1.59975 6.50331 0.0 -0.2 -0.1
H -3.31284 -0.10492 6.42715 0.2 0.0 0.0
H -2.02110 -0.80754 7.43407 0.0 0.1 -0.3
Br -0.18095 -3.87900 -5.33855 0.0 -0.1 -0.2
C 0.36704 -4.08254 -7.19911 0.1 -0.2 0.2
C 1.35845 -3.01433 -7.59724 0.1 0.0 -0.2
Br 0.46919 -1.30634 -7.90783 1.0 0.0 0.1
H -0.54479 -4.07563 -7.80306 0.2 0.1 0.1
H 0.82586 -5.07399 -7.25323 0.0 0.2 -0.1
H 1.83351 -3.26459 -8.55003 -0.1 0.0 0.2
H 2.13303 -2.83891 -6.84555 -0.3 -0.1 -0.1
Br 2.86277 4.24462 1.96642 0.1 -0.1 0.0
C 4.55041 3.86930 1.06398 0.0 0.2 0.1
C 4.36203 3.77805 -0.43224 0.1 -0.2 -0.2
Br 3.55927 2.07449 -0.94010 0.2 0.1 0.0
H 4.95307 2.95427 1.50762 -0.1 0.2 -0.2
H 5.20241 4.70937 1.32008 -0.1 -0.1 -0.1
H 5.32786 3.80093 -0.94488 -0.1 0.0 0.1
H 3.72190 4.56622 -0.83819 0.1 -0.2 0.2
Br 0.08514 -5.01016 5.83380 0.0 0.0 0.1
C -0.42551 -5.57474 7.62932 0.2 -0.1 -0.1
C -1.81399 -6.17011 7.64125 -0.2 0.0 0.2
Br -3.17899 -4.78003 7.54698 0.1 -0.2 0.0
H -0.32163 -4.70186 8.28009 -0.1 -0.2 -0.2
H 0.31819 -6.32480 7.91348 -0.2 0.1 0.0
H -2.00281 -6.69004 8.58473 0.1 0.1 -0.2
H -1.99935 -6.85641 6.81034 0.1 0.2 0.2
Br 6.85077 7.02203 2.38926 -0.1 -0.1 -0.1
C 6.87052 7.24524 0.45195 0.3 0.1 0.2
C 5.90088 8.31831 0.01515 -0.1 0.0 -0.3
Br 4.06272 7.66709 0.05407 0.1 0.0 0.1
H 6.65898 6.26495 0.01547 0.0 0.3 0.0
H 7.89788 7.53191 0.20952 -0.2 0.0 0.0
H 6.08043 8.59992 -1.02629 0.0 -0.1 0.2
H 5.93516 9.21503 0.64005 0.0 -0.3 -0.1
Br -1.00584 9.42547 -2.15799 0.0 -0.1 0.1
C -0.54362 8.58554 -0.45968 0.1 0.3 0.0
C 0.50971 7.51863 -0.64599 0.0 -0.2 0.1
Br -0.25989 5.88971 -1.39352 0.1 0.1 0.0
H -1.47400 8.20650 -0.02732 0.3 0.0 -0.1
H -0.16269 9.39865 0.16496 0.0 -0.2 -0.1
H 0.92923 7.21800 0.31825 -0.1 0.1 -0.1
H 1.32245 7.82234 -1.31157 -0.3 0.0 0.1
```
Positions in Å, forces in eV/Å.

Properties
gap between HOMO and LUMO	8.00	eV
LUMO energy	-0.00574	Eh
calculated total energy	-45357.8269	hartree
SMILES	CCCCNB1OB(Br)OB(P(C)O)O1.BrCCBr.BrCCBr.BrCCBr.BrCCBr.BrCCBr.BrCCBr.BrCCBr.BrCCBr
max |F|	5.18	eV/A

Mulliken atomic charge list, values in e, 8 entries: 0.437, -0.394, -0.527, 0.013, -0.236, 0.345, -0.452, 0.518